(1)
{
  "formula": "C19H32AuBBrClF4IN5O3P2",
  "method": "the ωB97M-V functional and the def2-TZVPD basis",
  "species": ["Au", "C", "N", "C", "P", "O", "O", "P", "O", "N", "C", "C", "N", "C", "C", "N", "C", "C", "H", "H", "H", "H", "H", "H", "H", "H", "H", "H", "H", "H", "H", "H", "H", "H", "H", "H", "H", "H", "H", "H", "H", "H", "Cl", "C", "C", "C", "C", "N", "C", "H", "H", "H", "H", "F", "B", "F", "F", "F", "Br", "C", "C", "C", "C", "C", "C", "I", "H", "H", "H", "H"],
  "coordinates": [[-0.87798, -0.41508, 0.66050], [3.10931, -2.42385, -1.02618], [2.29723, -1.44327, -1.69212], [1.86498, -1.77966, -3.01788], [2.03686, -0.01503, -0.86483], [1.29336, -0.03255, 0.41296], [1.35972, 0.94914, -1.94874], [-0.20891, 1.34716, -2.13746], [-1.14077, 0.30681, -1.68226], [-0.35538, 2.76873, -1.27876], [0.62809, 3.48417, -0.50661], [-1.63435, 3.42421, -1.45202], [-0.26413, 1.59793, -3.77710], [0.31990, 2.78923, -4.36071], [-1.31339, 0.97687, -4.55789], [3.51836, 0.70174, -0.63785], [4.17565, 0.53785, 0.63951], [4.39019, 0.83649, -1.78680], [4.00403, -2.64172, -1.61947], [2.55815, -3.36400, -0.90558], [3.38557, -2.08162, -0.02795], [2.72467, -2.03323, -3.64376], [1.31517, -0.95679, -3.46797], [1.21570, -2.65987, -2.97164], [1.55426, 2.91675, -0.43794], [0.24649, 3.64959, 0.50686], [0.83346, 4.46446, -0.94566], [-2.29390, 2.77401, -2.02776], [-1.52142, 4.37537, -1.97912], [-2.09911, 3.62171, -0.48391], [1.15835, 3.13034, -3.75429], [-0.41720, 3.59271, -4.44668], [0.67762, 2.55660, -5.36588], [-1.71095, 0.12815, -4.00535], [-0.90623, 0.62778, -5.50982], [-2.12243, 1.67917, -4.77489], [3.42484, 0.34972, 1.40615], [4.71157, 1.45385, 0.88919], [4.89552, -0.28549, 0.62268], [3.79179, 1.07098, -2.66785], [4.97343, -0.06907, -1.98031], [5.08983, 1.65038, -1.59565], [-4.50475, -3.71033, -1.78141], [-4.24026, -2.72456, -0.42629], [-5.04563, -2.77866, 0.71185], [-4.73973, -1.96666, 1.79036], [-3.62915, -1.14466, 1.71863], [-2.86856, -1.10745, 0.63065], [-3.15519, -1.84340, -0.42610], [-5.88738, -3.45254, 0.75009], [-5.34193, -1.97547, 2.68671], [-3.34809, -0.50272, 2.53742], [-2.51220, -1.75547, -1.28842], [0.81248, -4.14561, 0.01846], [-0.32755, -3.42651, 0.08037], [-0.49076, -2.79296, 1.33933], [-1.45689, -4.10137, -0.22435], [-0.18521, -2.30153, -0.81750], [0.89597, -1.42373, 3.63097], [-0.03967, -0.50464, 5.00761], [-0.03694, -1.02284, 6.29956], [-0.66126, -0.33776, 7.32501], [-1.29134, 0.87390, 7.07414], [-1.32765, 1.38681, 5.78507], [-0.71369, 0.68819, 4.75871], [-0.78477, 1.49213, 2.74978], [0.45348, -1.96444, 6.48761], [-0.66251, -0.75603, 8.31858], [-1.77430, 1.41344, 7.87421], [-1.82443, 2.32421, 5.58979]],
  "lowdin_charge": [1.05, -0.07, -0.29, -0.07, 0.53, -0.37, -0.25, 0.50, -0.29, -0.31, -0.09, -0.09, -0.30, -0.07, -0.09, -0.29, -0.09, -0.07, 0.10, 0.09, 0.09, 0.10, 0.07, 0.10, 0.07, 0.06, 0.10, 0.08, 0.10, 0.09, 0.09, 0.09, 0.10, 0.07, 0.10, 0.10, 0.07, 0.10, 0.10, 0.09, 0.10, 0.10, 0.82, -0.62, -0.01, 0.01, -0.09, -0.03, -0.12, 0.13, 0.13, 0.10, 0.11, 0.20, -1.33, 0.01, 0.20, 0.04, 0.84, -0.69, -0.09, -0.03, -0.04, -0.13, -0.60, 1.21, 0.12, 0.13, 0.13, 0.11],
  "de_lowest_kj_mol": 15.70,
  "total_charge": 2,
  "gap_ev": [3.40, 3.41],
  "e_lumo_ev": [-10.52, -10.51]
}


(2)
{
  "formula": "C24H30N",
  "method": "the ωB97M-V functional and the def2-TZVPD basis",
  "species": ["C", "C", "C", "C", "N", "C", "C", "C", "C", "C", "C", "H", "H", "H", "H", "H", "H", "H", "H", "H", "H", "H", "H", "H", "H", "H", "H", "H", "C", "C", "C", "C", "C", "C", "C", "C", "C", "C", "C", "C", "C", "C", "H", "H", "H", "H", "H", "H", "H", "H", "H", "H", "H", "H", "H"],
  "coordinates": [[-1.15027, 2.60270, -2.97530], [-1.06324, 1.67435, -4.19290], [-1.18590, 0.17849, -3.88269], [-0.70765, -0.25634, -2.51272], [-0.60810, -1.61209, -2.35840], [-1.22341, -2.55396, -3.29172], [-1.16369, -3.91330, -2.58663], [-0.76383, -3.64890, -1.13858], [-0.47931, -2.14709, -1.01923], [-0.42911, 0.64109, -1.49719], [-0.29197, 2.09617, -1.79864], [-0.81491, 3.60878, -3.26417], [-2.19558, 2.70561, -2.67064], [-1.87695, 1.94550, -4.88032], [-0.10793, 1.86921, -4.69971], [-2.26281, -0.07217, -3.97707], [-0.66995, -0.39260, -4.67653], [-2.28423, -2.27980, -3.45716], [-0.73862, -2.58617, -4.28019], [-2.14026, -4.39704, -2.66833], [-0.42943, -4.56473, -3.06639], [-1.57529, -3.91023, -0.45801], [0.11377, -4.23064, -0.85986], [0.51578, -1.93687, -0.56791], [-1.24865, -1.70153, -0.34979], [-0.17020, 0.31980, -0.48192], [0.75640, 2.29280, -2.09333], [-0.48725, 2.72156, -0.92025], [5.25602, 2.22107, 1.43351], [3.90852, 1.60625, 1.60784], [3.64839, 0.32025, 1.10066], [2.37729, -0.22913, 1.19859], [1.29146, 0.50024, 1.79412], [-0.00483, -0.10883, 1.80069], [-1.00303, -0.03022, 2.84113], [-1.81159, -1.19273, 3.03438], [-2.80924, -1.21568, 4.00316], [-3.03711, -0.10070, 4.82132], [-2.19934, 1.02132, 4.70234], [-1.17490, 1.05126, 3.75622], [1.60880, 1.76432, 2.38212], [2.89238, 2.28368, 2.30529], [5.27739, 3.20596, 1.89680], [6.07180, 1.62814, 1.85959], [5.47795, 2.34530, 0.36981], [4.46552, -0.26711, 0.66082], [2.16490, -1.24864, 0.85983], [-0.11957, -0.97397, 1.14226], [-1.58036, -2.08498, 2.44003], [-3.38775, -2.13897, 4.16361], [-3.79936, -0.13041, 5.60889], [-2.30576, 1.85914, 5.39554], [-0.48966, 1.89589, 3.75539], [0.83522, 2.34252, 2.87892], [3.12946, 3.22343, 2.81273]],
  "lowdin_charge": [-0.20, -0.19, -0.13, -0.23, -0.09, -0.15, -0.15, -0.15, -0.18, -0.04, -0.22, 0.11, 0.11, 0.11, 0.11, 0.13, 0.12, 0.12, 0.12, 0.11, 0.11, 0.11, 0.11, 0.11, 0.11, 0.04, 0.11, 0.10, -0.03, -0.22, 0.00, 0.02, -0.18, 0.11, -0.17, 0.00, -0.05, -0.02, -0.04, 0.01, 0.02, 0.00, 0.08, 0.10, 0.10, 0.13, 0.12, 0.08, 0.13, 0.12, 0.13, 0.12, 0.09, 0.10, 0.13],
  "de_lowest_kj_mol": 123.75,
  "total_charge": 1,
  "gap_ev": 3.97,
  "e_lumo_ev": -5.70
}


(3)
{
  "formula": "C56H95F15N15O10S2",
  "method": "the ωB97M-V functional and the def2-TZVPD basis",
  "species": ["C", "C", "N", "C", "C", "N", "C", "C", "H", "H", "H", "H", "H", "H", "H", "H", "H", "H", "H", "C", "C", "N", "C", "C", "N", "C", "C", "H", "H", "H", "H", "H", "H", "H", "H", "H", "H", "H", "C", "C", "N", "C", "C", "N", "C", "C", "H", "H", "H", "H", "H", "H", "H", "H", "H", "H", "H", "C", "C", "N", "C", "C", "N", "C", "C", "H", "H", "H", "H", "H", "H", "H", "H", "H", "H", "H", "C", "C", "N", "C", "C", "N", "C", "C", "H", "H", "H", "H", "H", "H", "H", "H", "H", "H", "H", "C", "C", "N", "C", "C", "N", "C", "C", "H", "H", "H", "H", "H", "H", "H", "H", "H", "H", "H", "C", "C", "N", "C", "C", "N", "C", "C", "H", "H", "H", "H", "H", "H", "H", "H", "H", "H", "H", "C", "F", "F", "F", "S", "O", "O", "N", "S", "O", "O", "C", "F", "F", "F", "C", "O", "O", "C", "F", "F", "F", "C", "C", "H", "H", "H", "H", "H", "H", "C", "O", "O", "C", "F", "F", "F", "C", "C", "H", "H", "H", "H", "H", "H", "C", "O", "O", "C", "F", "F", "F", "C", "C", "H", "H", "H", "H", "H", "H"],
  "coordinates": [[-21.72764, 18.28906, 5.22457], [-20.54841, 19.03435, 5.77055], [-19.94373, 18.38272, 6.91683], [-18.58411, 17.93807, 6.89847], [-18.35299, 17.37705, 8.10547], [-19.44619, 17.61760, 8.87625], [-20.34173, 18.26037, 8.19072], [-19.55044, 17.10213, 10.25521], [-22.16655, 18.82941, 4.37906], [-22.44554, 18.13585, 5.97395], [-21.49914, 17.33355, 4.78775], [-20.87256, 20.03407, 5.99385], [-19.68602, 19.11289, 5.14871], [-18.04347, 17.98376, 5.97357], [-17.46468, 16.90956, 8.54081], [-21.33129, 18.67218, 8.46309], [-18.70061, 16.48220, 10.48063], [-20.47562, 16.50749, 10.38511], [-19.59589, 17.96421, 10.95683], [-31.12632, 25.00493, -6.31999], [-31.16752, 23.62642, -5.73674], [-30.03494, 23.24606, -4.91357], [-28.88522, 22.59106, -5.35597], [-28.09401, 22.37090, -4.28138], [-28.66704, 23.04166, -3.21306], [-29.86210, 23.56599, -3.59988], [-28.23192, 23.01998, -1.82160], [-32.00099, 25.11895, -6.97259], [-30.11328, 25.26224, -6.63446], [-31.12342, 25.62688, -5.47161], [-31.25284, 22.81300, -6.42604], [-31.99282, 23.62209, -4.99954], [-28.78734, 22.22441, -6.34270], [-27.12135, 21.88093, -4.23027], [-30.58182, 24.09812, -2.98683], [-27.50245, 23.83691, -1.67921], [-27.70732, 22.06289, -1.67809], [-29.06469, 23.11419, -1.16230], [-15.23088, 22.59883, -0.82092], [-16.75228, 22.61938, -0.59590], [-17.39934, 22.18212, -1.82028], [-17.15934, 22.74394, -3.12816], [-18.09049, 22.13945, -3.87202], [-18.89562, 21.29703, -3.12635], [-18.46221, 21.35525, -1.88795], [-19.98702, 20.44701, -3.57899], [-14.90099, 21.55618, -0.86792], [-14.81328, 22.92915, 0.17792], [-14.91053, 23.24032, -1.60141], [-17.13192, 23.59498, -0.28396], [-16.92865, 21.84996, 0.14880], [-16.46020, 23.53989, -3.28435], [-18.23019, 22.26564, -4.92630], [-18.77170, 20.68211, -1.17121], [-19.54881, 19.53573, -3.91656], [-20.63055, 20.99796, -4.28824], [-20.59197, 20.24765, -2.70501], [-18.63251, 19.75929, -8.69861], [-18.18607, 18.33731, -8.85633], [-18.86902, 17.45469, -7.79117], [-18.29701, 16.73484, -6.75189], [-19.32895, 16.28759, -5.98780], [-20.49817, 16.69745, -6.57372], [-20.23677, 17.42737, -7.68291], [-21.82889, 16.42834, -5.98861], [-17.93225, 20.35271, -9.30560], [-18.70219, 20.08827, -7.67126], [-19.61961, 19.96165, -9.19113], [-17.08270, 18.15488, -8.82770], [-18.63033, 17.95452, -9.80443], [-17.22582, 16.68999, -6.67954], [-19.24423, 15.59707, -5.17909], [-20.88789, 17.93010, -8.37737], [-22.14982, 17.21227, -5.32956], [-21.66234, 15.49168, -5.45103], [-22.53220, 16.29680, -6.80530], [-30.12244, 11.06917, -1.49800], [-28.81576, 11.18028, -2.38651], [-27.61195, 11.57645, -1.61511], [-26.33030, 11.17589, -2.00419], [-25.48193, 11.65966, -1.07597], [-26.21804, 12.32475, -0.11162], [-27.54988, 12.35391, -0.53641], [-25.77196, 13.23156, 1.00913], [-30.32317, 12.07791, -1.11161], [-29.90834, 10.44145, -0.56412], [-30.91819, 10.61237, -2.07471], [-29.07867, 11.75254, -3.24289], [-28.38142, 10.28010, -2.86204], [-26.13036, 10.43771, -2.74103], [-24.35117, 11.64190, -0.97128], [-28.36465, 12.78349, 0.03108], [-26.66687, 13.84719, 1.30631], [-24.97303, 13.85922, 0.68660], [-25.47883, 12.60223, 1.91572], [-25.72403, 15.50539, -6.79490], [-25.70960, 14.38990, -5.71619], [-25.02276, 13.15138, -6.16930], [-25.59091, 12.23010, -7.04484], [-24.64942, 11.27687, -7.30022], [-23.48862, 11.71867, -6.70798], [-23.72186, 12.78997, -5.93555], [-22.06367, 11.32621, -6.85252], [-25.91606, 16.42505, -6.22172], [-26.62477, 15.38496, -7.42733], [-24.79764, 15.43573, -7.35373], [-26.77311, 14.13047, -5.44168], [-25.14708, 14.70752, -4.80693], [-26.64105, 12.27001, -7.32918], [-24.55874, 10.37201, -7.90673], [-22.99250, 13.38674, -5.43890], [-21.54168, 11.83959, -6.05397], [-21.64021, 11.41051, -7.87458], [-21.91808, 10.24990, -6.58099], [-12.23193, 14.81474, -3.29495], [-12.13892, 14.04932, -2.04020], [-13.51391, 13.82150, -1.57528], [-14.39087, 14.80409, -1.03636], [-15.63930, 14.20598, -0.98270], [-15.53532, 12.94258, -1.48523], [-14.21701, 12.71192, -1.84963], [-16.71646, 11.99810, -1.71366], [-11.21392, 15.14332, -3.64140], [-12.87879, 15.66909, -3.12653], [-12.76275, 14.25137, -4.10781], [-11.64989, 14.67489, -1.24761], [-11.50445, 13.16278, -2.01169], [-14.07662, 15.78835, -0.77068], [-16.59344, 14.62814, -0.68188], [-13.75284, 11.82440, -2.25807], [-16.83067, 11.79805, -2.78682], [-17.52435, 12.53006, -1.27421], [-16.57714, 11.08964, -1.14001], [-26.98058, 19.24407, -2.11461], [-28.09894, 19.89605, -2.35296], [-25.99132, 20.05721, -2.53649], [-26.95031, 19.08155, -0.82234], [-26.88652, 17.62945, -3.03214], [-26.54637, 18.00422, -4.39144], [-25.80213, 16.93494, -2.36244], [-28.25965, 16.91800, -3.01806], [-28.53922, 15.43011, -2.97033], [-28.21266, 14.76011, -4.23611], [-28.19823, 14.68125, -1.78650], [-30.34150, 15.33897, -3.06044], [-30.67779, 14.10425, -3.27373], [-31.07648, 15.79444, -1.94020], [-30.83626, 16.09155, -4.02184], [-16.67386, 18.21147, -1.30663], [-16.01478, 17.23037, -2.23361], [-17.61326, 18.88787, -1.69524], [-17.12982, 17.35838, -0.06331], [-18.18116, 16.54167, -0.38286], [-16.19598, 16.64808, 0.52061], [-17.52934, 18.23513, 0.88031], [-15.17170, 17.77928, -3.30689], [-15.50555, 19.24725, -3.73907], [-15.55058, 19.88419, -2.84757], [-14.75627, 19.52246, -4.49122], [-16.50751, 19.35456, -4.14667], [-15.31887, 17.11277, -4.21232], [-14.13718, 17.76320, -3.07499], [-15.74491, 18.73635, -0.92809], [-23.58783, 23.04932, -4.77182], [-23.08405, 21.97592, -5.26530], [-24.69011, 23.60981, -5.20673], [-23.25482, 23.28281, -3.21720], [-22.40858, 24.47769, -3.06238], [-24.35997, 23.47963, -2.43142], [-22.54199, 22.24009, -2.74945], [-23.63801, 21.29307, -6.52579], [-24.52259, 20.00935, -6.19471], [-23.96110, 19.05053, -6.23449], [-24.96122, 20.23913, -5.18335], [-25.31802, 20.08785, -6.83801], [-22.64550, 21.08053, -6.89360], [-24.20628, 22.11703, -7.06096], [-25.50948, 31.59522, -14.13330], [-21.36579, 13.78447, -3.35218], [-22.53555, 14.70790, -3.20489], [-21.06511, 13.55808, -4.64487], [-20.14462, 14.46894, -2.62603], [-18.95699, 13.81916, -2.87713], [-19.91115, 15.76626, -3.16318], [-20.24312, 14.61391, -1.33580], [-23.39888, 14.62025, -2.15950], [-23.11136, 15.57620, -0.96242], [-22.85651, 16.59785, -1.26797], [-24.01160, 15.88736, -0.50857], [-22.38963, 15.31216, -0.22775], [-23.47509, 13.57103, -1.77566], [-24.42361, 14.89084, -2.49901], [-21.59127, 12.84461, -2.80808]],
  "lowdin_charge": [-0.06, -0.18, -0.04, 0.03, -0.02, -0.10, -0.04, 0.04, 0.09, 0.06, 0.08, 0.13, 0.11, 0.13, 0.15, 0.18, 0.09, 0.11, 0.12, -0.05, -0.19, -0.05, 0.02, 0.00, -0.08, 0.03, 0.03, 0.11, 0.09, 0.06, 0.12, 0.14, 0.13, 0.13, 0.17, 0.11, 0.08, 0.09, -0.06, -0.17, -0.03, 0.04, -0.04, -0.06, -0.03, 0.02, 0.08, 0.10, 0.05, 0.13, 0.12, 0.13, 0.13, 0.13, 0.08, 0.09, 0.10, -0.10, -0.15, -0.06, 0.00, -0.01, -0.07, -0.01, 0.03, 0.09, 0.06, 0.09, 0.14, 0.13, 0.13, 0.11, 0.14, 0.09, 0.06, 0.08, -0.04, -0.13, -0.04, -0.01, -0.04, -0.06, -0.01, 0.03, 0.07, 0.10, 0.08, 0.10, 0.12, 0.13, 0.15, 0.16, 0.11, 0.06, 0.12, -0.04, -0.16, -0.04, -0.01, -0.01, -0.09, 0.02, 0.02, 0.06, 0.09, 0.06, 0.10, 0.12, 0.14, 0.14, 0.11, 0.06, 0.11, 0.11, -0.08, -0.19, -0.06, 0.03, -0.01, -0.06, 0.01, 0.05, 0.11, 0.06, 0.10, 0.15, 0.13, 0.13, 0.13, 0.17, 0.11, 0.06, 0.09, -0.69, 0.13, 0.12, 0.18, 0.61, -0.30, -0.29, -0.28, 0.60, -0.31, -0.29, -0.67, 0.16, 0.07, 0.15, -0.58, -0.15, -0.08, -0.57, 0.11, 0.14, 0.11, -0.23, -0.08, 0.05, 0.08, 0.05, 0.11, 0.07, 0.14, -0.34, -0.03, 0.01, -0.38, 0.04, 0.13, 0.13, -0.08, -0.03, 0.07, 0.08, 0.04, 0.09, 0.14, -0.50, -0.41, -0.12, -0.21, -0.49, 0.08, 0.05, 0.17, -0.30, -0.07, 0.08, 0.03, 0.05, 0.09, 0.10, 0.14],
  "total_charge": 3,
  "gap_ev": 0.67,
  "e_lumo_ev": -4.87
}


(4)
{
  "formula": "C4H6N2O2",
  "method": "the ωB97M-V functional and the def2-TZVPD basis",
  "species": ["C", "C", "C", "C", "N", "N", "O", "O", "H", "H", "H", "H", "H", "H"],
  "coordinates": [[-1.80250, -0.90800, 0.24924], [0.07348, 0.52472, 0.33952], [2.30369, -0.37415, 0.18043], [-1.65377, 0.21943, -0.56443], [-1.66576, -1.87367, 0.83585], [0.91263, -0.26423, -0.27643], [0.16121, 1.35009, 1.21200], [-2.46230, 1.35734, -0.57936], [2.19804, 0.24894, 1.13709], [2.44944, -1.44687, 0.15587], [2.97991, 0.22877, -0.52538], [-1.37138, 0.09791, -1.53775], [0.58708, -0.94777, -0.95541], [-2.70978, 1.78749, 0.32875]],
  "lowdin_charge": [-0.25, -0.39, -0.03, -0.24, 0.17, -0.02, 0.09, -0.03, 0.11, 0.08, 0.11, 0.10, 0.15, 0.17],
  "de_lowest_kj_mol": 304.42,
  "total_charge": 0,
  "gap_ev": 9.47,
  "e_lumo_ev": 0.50
}


For each record above, in turn, the calculated electronic energy values are -5817.04393; -986.97137; -6057.61531; -415.92467 Eh.